No. 1
The following is a quantum chemistry calculation of a structure of composition C9H7NOS at a distorted geometry, from the OMol25 dataset.

Structure (XYZ):
```
19
Properties=species:S:1:pos:R:3:forces:R:3
C -1.46904 2.40873 0.74919 1.55 0.29 0.76
C 1.88313 -0.60933 -1.58962 -1.43 -1.19 0.34
C 2.43800 -0.84974 -0.34023 1.02 0.77 -0.30
C 0.52471 -0.54247 -1.72013 -1.62 1.57 1.26
C 1.75203 -0.57593 0.77343 0.56 -0.37 0.26
C -0.27567 -0.31947 -0.56274 -0.47 0.26 -1.13
C 0.42388 -0.24625 0.62542 -0.82 -0.26 3.66
C -1.74194 -0.03815 -0.45563 0.97 -0.72 1.51
C -1.78982 1.09606 1.12182 1.76 -2.40 -2.58
N -0.96084 3.41960 0.55272 -0.20 0.61 -0.44
O -1.30541 -1.21266 2.36192 -1.53 -1.47 1.04
S -0.61179 0.04974 2.11898 1.95 2.39 -4.55
H 2.43454 -0.76448 -2.43457 1.51 -0.33 -2.10
H 3.44849 -1.15773 -0.23035 0.80 -0.13 -0.15
H -0.00218 -0.54938 -2.65746 0.15 0.04 -0.46
H 2.30421 -0.67187 1.66939 -0.11 -0.05 1.22
H -2.06582 0.55542 -1.34043 -0.51 -0.68 0.92
H -2.26660 -1.02793 -0.11129 0.24 2.31 -0.64
H -2.71989 1.03583 1.46958 -3.84 -0.64 1.37
```
Forces are in eV/Å.

Values from the calculation:
largest force on an atom = 0.1069 Eh/bohr
gap between HOMO and LUMO (spin up / spin down) = 5.3685 / 5.3304 eV
multiplicity = 3
electronic energy = -23811.603 eV

Atom charges from the Mulliken analysis, given in e for atoms 1 to 4:
1 C 0.24
2 C -0.97
3 C -0.23
4 C -0.51

---

No. 2
The following is a quantum chemistry calculation of the molecule C4H6O at a distorted geometry, from the OMol25 dataset.

Structure (XYZ):
```
11
Properties=species:S:1:pos:R:3:forces:R:3
C 0.11592 1.64852 0.48936 -2.07 0.57 1.08
C 0.49827 0.19697 0.28160 1.94 0.27 1.10
C -0.53855 -0.72328 -0.13823 0.17 -2.37 -1.71
C -0.09980 -1.85209 -0.79367 -0.41 1.81 1.50
H 1.02297 2.29383 0.25375 -1.48 -0.57 0.65
H -0.34294 1.74401 1.64782 1.63 -0.06 -3.00
H -0.83830 1.87922 -0.16928 2.14 -0.15 1.13
H -1.59892 -0.44714 -0.04885 0.54 -0.23 -0.12
H 1.02692 -2.02760 -0.81906 -1.90 0.03 -0.25
H -0.89324 -2.49662 -1.17237 0.72 -0.28 -0.15
O 1.64766 -0.21581 0.46892 -1.26 0.99 -0.24
```
Forces are in eV/Å.

Values from the calculation:
largest force on an atom = 0.0665 Eh/bohr
energy relative to the best compared isomer or geometry (same formula, charge and spin) = 78.4 kJ/mol
gap between HOMO and LUMO = 10.0026 eV
electronic energy = -6291.105 eV

Atom charges from the Mulliken analysis, given in e for atoms 1 to 4:
1 C -0.93
2 C 0.74
3 C -0.27
4 C -0.60

---

No. 3
The following is a quantum chemistry calculation of a structure of composition C2H4AgMgO at a distorted geometry, from the OMol25 dataset.

Structure (XYZ):
```
9
Properties=species:S:1:pos:R:3:forces:R:3
O 0.02666 0.22885 0.52241 1.33 -0.52 0.53
Ag 2.21206 -0.03101 -0.15966 -0.41 0.47 0.17
C -0.97784 -0.62582 0.29410 -2.08 2.90 -1.03
C -1.46231 -0.87784 -0.96588 1.04 -2.23 1.11
H -1.70606 -0.56567 1.11832 0.19 -0.77 -0.07
H -0.72108 -1.16659 -1.72070 -0.28 0.98 -0.28
H -2.38939 -1.44836 -1.04855 0.12 0.22 0.11
Mg 0.15016 2.28603 0.73817 -0.35 -1.39 -0.89
H -1.77873 1.66077 -0.86761 0.45 0.35 0.36
```
Forces are in eV/Å.

Values from the calculation:
largest force on an atom = 0.0722 Eh/bohr
energy relative to the best compared isomer or geometry (same formula, charge and spin) = 174.4 kJ/mol
gap between HOMO and LUMO (spin up / spin down) = 4.8284 / 5.5465 eV
multiplicity = 2
electronic energy = -13624.535 eV

Atom charges from the Mulliken analysis, given in e for atoms 1 to 4:
1 O -0.28
2 Ag 0.18
3 C 0.06
4 C -0.68

---

No. 4
The following is a quantum chemistry calculation of a structure of composition C24H31BrN2OPtS at a distorted geometry, from the OMol25 dataset.

Structure (XYZ):
```
61
Properties=species:S:1:pos:R:3:forces:R:3
Pt 1.26737 0.98126 -2.37741 3.79 -3.56 -2.57
C -3.92260 -0.76271 3.26871 -0.05 -0.19 -0.13
C -3.56923 -1.67777 2.08518 -0.03 0.00 0.02
C -3.18427 -3.07593 2.58805 -0.12 0.18 -0.05
C -4.80504 -1.81348 1.19204 0.23 0.03 0.17
C -2.40141 -1.04150 1.35087 0.08 -0.02 -0.13
C -2.48040 -0.59118 0.04157 -0.01 0.01 0.05
C -1.41631 0.09604 -0.49426 0.33 0.02 -0.14
Br -1.55142 0.68126 -2.33027 -0.20 -0.06 0.36
C -0.21006 0.38902 0.19193 -1.03 -0.44 0.03
O 0.67093 1.17583 -0.31889 0.58 0.87 -0.36
C -0.08942 -0.20459 1.48443 0.01 0.28 -0.44
C -1.18940 -0.85558 2.01139 -0.25 -0.08 -0.15
C 1.17726 -0.12490 2.33284 0.09 0.03 0.16
C 2.40052 0.43810 1.60221 -0.04 -0.01 0.06
C 0.89531 0.75314 3.56450 0.12 -0.17 -0.17
C 1.55777 -1.54132 2.79873 -0.02 0.21 -0.01
H -4.78615 -1.15305 3.80152 -0.15 -0.05 0.14
H -4.15890 0.23781 2.90871 -0.03 0.08 0.00
H -3.09447 -0.68352 3.96872 0.08 0.02 0.08
H -4.03521 -3.53414 3.08740 -0.10 -0.11 0.11
H -2.35902 -3.03932 3.29419 0.11 0.00 0.07
H -2.89079 -3.70975 1.75292 0.03 -0.06 -0.05
H -5.62429 -2.24547 1.76338 -0.08 -0.05 0.05
H -4.60119 -2.46747 0.34689 -0.03 -0.04 -0.14
H -5.12622 -0.84159 0.82379 -0.08 0.07 -0.09
H -3.34922 -0.76392 -0.57300 -0.12 0.02 0.01
H -1.11196 -1.26480 3.00462 0.08 -0.01 0.25
H 2.27588 1.49017 1.36301 0.01 0.02 -0.10
H 2.59611 -0.10609 0.67987 0.01 0.07 -0.07
H 3.27354 0.34214 2.24564 0.10 -0.07 0.16
H 0.61635 1.76219 3.26321 -0.02 0.08 -0.02
H 1.78706 0.81542 4.18538 0.11 0.04 0.13
H 0.08523 0.34204 4.16261 -0.09 -0.02 0.08
H 1.74748 -2.18175 1.94001 0.01 -0.08 -0.08
H 0.78034 -1.99972 3.40263 -0.08 -0.08 0.07
H 2.46332 -1.49336 3.40030 0.12 -0.03 0.09
C 2.37780 -0.33637 -3.38499 -4.51 5.25 3.84
C 2.99338 -0.97835 -4.40820 1.95 -2.07 -2.62
C 3.12309 -0.42836 -5.72708 -0.40 0.12 1.25
C 3.77157 -1.12026 -6.71591 0.26 -0.26 -0.48
C 4.31946 -2.37896 -6.47386 -0.27 0.30 0.41
C 4.21244 -2.93955 -5.20486 0.33 -0.42 -0.38
C 3.57056 -2.27351 -4.19567 -0.63 1.10 0.36
H 2.69941 0.54836 -5.91853 -0.02 0.02 0.05
H 3.86767 -0.68276 -7.70093 -0.04 0.02 0.00
H 4.82316 -2.91459 -7.26296 0.06 -0.04 -0.08
H 4.64744 -3.91096 -5.01030 -0.02 -0.02 -0.01
H 3.48441 -2.70234 -3.20842 0.01 -0.06 0.07
S 1.21043 3.47582 -2.84305 0.20 -1.09 -0.39
C 0.45583 3.77526 -1.37299 -0.57 0.70 0.75
N -0.87096 3.90720 -1.18140 1.02 -0.08 0.01
C -1.19625 4.18823 0.19877 -0.30 0.10 0.42
C 0.17463 4.07536 0.89747 -0.11 -0.04 0.54
N 1.10486 4.03598 -0.21316 -0.40 -0.22 -0.62
H -1.54925 3.86401 -1.92145 0.22 -0.17 -0.09
H -1.91709 3.46248 0.58862 0.12 0.10 -0.03
H -1.62001 5.19395 0.29922 0.04 -0.12 0.00
H 0.24145 3.16207 1.50085 -0.01 0.11 -0.18
H 0.38802 4.93860 1.53132 -0.11 -0.09 0.01
H 2.05049 3.70719 -0.08593 -0.15 -0.05 -0.22
```
Forces are in eV/Å.

Values from the calculation:
largest force on an atom = 0.1540 Eh/bohr
energy relative to the best compared isomer or geometry (same formula, charge and spin) = 185.2 kJ/mol
gap between HOMO and LUMO (spin up / spin down) = 5.5608 / 5.5756 eV
electronic energy = -114540.521 eV

Atom charges from the Mulliken analysis, given in e for atoms 1 to 4:
1 Pt 0.81
2 C -1.61
3 C 1.97
4 C -1.68